## w
Molecular formula: C5H22O8
Method: DFT, ωB97M-V with the def2-TZVPD basis set

```
35
Properties=species:S:1:pos:R:3
C 0.90214 1.24675 -2.50630
C 0.33317 0.59607 -1.49489
C -0.82882 1.18275 -0.82297
C -1.35629 0.61108 0.27344
C -2.76559 0.93715 0.69266
O -0.80719 -0.46423 0.94863
H 1.43309 0.80826 -3.35444
H 0.72362 2.32452 -2.58218
H 0.67977 -0.41007 -1.26099
H -1.27933 2.03886 -1.25061
H -3.28433 1.62236 0.00200
H -2.76708 1.42593 1.65673
H -3.28519 0.00178 0.85152
H -0.64950 -0.26058 1.93893
O 3.41826 1.21634 0.26832
H 4.02420 1.38863 -0.46067
H 3.09045 0.29355 0.39796
O 1.95860 -0.71235 1.12958
H 2.38831 -1.53867 0.88929
H 1.02058 -0.56513 0.87994
O 2.04515 -2.84492 -0.71623
H 2.27978 -2.58439 -1.61767
H 1.07930 -2.76916 -0.71379
O -0.33117 0.58703 3.20349
H 0.49297 1.04532 2.80973
H 0.14613 0.10827 3.90087
O 1.15898 2.17468 1.88474
H 1.03049 1.95721 0.94873
H 2.12153 2.23081 1.95492
O -1.92847 -2.76608 -0.24951
H -1.75564 -1.97599 0.28965
H -2.83741 -2.69558 -0.57131
O -2.08949 -1.59385 -2.74941
H -1.93157 -1.91962 -1.84676
H -2.42942 -0.69674 -2.72342
```

For the gap between HOMO and LUMO, the calculation gives 0.3305 Eh. Its structure (SMILES) is C=C/C=C(/C)O.O.O.O.O.O.O.O.

Results of the natural (NBO) charge analysis, in e, for atoms 1 through 4: -0.37, -0.23, -0.34, 0.36

=====

## x
Molecular formula: C5H22O8
Method: DFT, ωB97M-V with the def2-TZVPD basis set

```
35
Properties=species:S:1:pos:R:3
C -3.06539 0.03024 -2.25524
C -1.70922 -0.59398 -2.19853
C -0.93927 -0.73523 -1.13022
C 0.25934 -1.61951 -1.08152
C 1.44588 -1.17780 -0.74238
O 2.58762 -1.84626 -0.37678
H -3.27929 0.69684 -1.45625
H -2.98519 0.74716 -3.13266
H -3.95469 -0.60629 -2.39053
H -1.49415 -1.12326 -3.12834
H -1.16105 -0.28617 -0.17873
H -0.08624 -2.70943 -1.30064
H 1.62031 -0.14793 -0.47930
H 2.42566 -2.79352 -0.32797
O 0.08318 1.21551 2.75137
H 0.27677 1.84469 3.44752
H -0.31238 1.65249 1.97224
O 1.79596 -1.36477 1.98861
H 1.91886 -0.51560 1.54848
H 2.39676 -1.46395 2.73197
O 1.56999 -0.19277 -3.63418
H 0.61797 -0.27628 -3.76920
H 1.68041 -0.60344 -2.74997
O -0.41426 2.60846 0.51346
H 0.01560 3.37576 0.90843
H 0.06519 2.50898 -0.33070
O -2.45203 1.05880 3.52183
H -1.85078 0.26522 3.56450
H -1.96066 1.44055 2.79190
O -0.91034 -1.43622 2.80724
H -0.00596 -1.15120 2.60384
H -1.40278 -1.14981 2.03018
O 1.25467 2.42533 -1.84762
H 2.20791 2.46243 -1.98964
H 0.99133 1.83014 -2.56260
```

For the gap between HOMO and LUMO, the calculation gives 0.3511 Eh. Its structure (SMILES) is C/C=C/C=C/O.O.O.O.O.O.O.O.

Results of the natural (NBO) charge analysis, in e, for atoms 1 through 4: -0.65, -0.17, -0.23, -0.34

=====

Which structure wins on stability? w wins.

=====

## w
Molecular formula: H12NO9
Method: DFT, ωB97M-V with the def2-TZVPD basis set

```
22
Properties=species:S:1:pos:R:3
N -1.00809 0.52432 0.99841
O -1.65609 0.06832 0.05441
O -0.38609 -0.32268 1.71741
O -0.40809 1.59132 0.77941
O 0.46091 1.00532 -1.71959
H -0.16209 1.45332 -2.32559
H 0.14591 1.15732 -0.85959
O 0.97891 -1.69268 -0.89559
H 1.59591 -1.93968 -0.23059
H 0.21391 -1.37468 -0.42959
O 2.31391 2.91732 0.73641
H 1.44091 3.17532 0.76541
H 2.39691 1.99432 1.03841
O 2.45891 0.39432 1.46541
H 1.48191 0.40732 1.45941
H 2.71891 -0.19768 0.74741
O -2.44409 -0.76968 -2.86259
H -2.22409 -0.30568 -2.07459
H -2.84709 -0.06568 -3.41359
O -1.60409 -2.83868 1.97841
H -1.94809 -3.27868 1.25541
H -1.51909 -1.90268 1.81541
```

As for the net charge: -1. For the gap between HOMO and LUMO, the calculation gives 0.3547 Eh.

Results of the natural (NBO) charge analysis, in e, for atoms 1 through 4: 0.70, -0.52, -0.57, -0.54

=====

## x
Molecular formula: H12NO9
Method: DFT, ωB97M-V with the def2-TZVPD basis set

```
22
Properties=species:S:1:pos:R:3
N -1.39980 0.36823 0.48264
O -1.33226 1.14579 -0.54128
O -0.75112 -0.69650 0.29926
O -1.30267 0.92627 1.59761
O 0.02019 0.19897 -2.56764
H -0.52635 0.44092 -1.84275
H 0.01963 -0.75089 -2.67149
O 1.53569 0.30553 1.79145
H 0.64086 0.20144 1.36469
H 2.14116 0.27608 1.01577
O -0.79776 -2.70567 -1.62650
H -0.87330 -2.24357 -0.80599
H -1.57990 -2.33359 -2.07158
O -0.47924 0.25975 4.11510
H -0.92719 0.44431 3.28224
H -0.55841 -0.69566 4.12694
O 2.00989 -1.46831 -0.92278
H 1.60261 -0.70663 -1.21104
H 1.62582 -2.16034 -1.46046
O 0.38375 3.44540 -0.73980
H -0.44681 2.94677 -0.58524
H 0.99520 2.80170 -1.02915
```

As for the net charge: -1. For the gap between HOMO and LUMO, the calculation gives 0.3533 Eh.

Results of the natural (NBO) charge analysis, in e, for atoms 1 through 4: 0.69, -0.57, -0.55, -0.48

=====

Which structure wins on stability? x wins.

=====

## w
Molecular formula: C3H8OS
Method: DFT, ωB97M-V with the def2-TZVPD basis set

```
13
Properties=species:S:1:pos:R:3
C -0.01179 -1.72556 -0.67990
C -0.70266 1.90661 0.66831
C 0.14151 -0.48056 0.12965
O -0.70453 1.00461 -0.37527
S 1.86796 -0.06275 0.23290
H 0.21923 -1.85130 -1.70192
H -1.07286 -2.16028 -0.84056
H 0.46660 -2.47265 -0.12203
H 0.23595 1.83097 1.24257
H -1.67606 1.81805 1.22735
H -0.73309 2.97810 0.11921
H -0.21318 -0.35514 1.12062
H 2.18291 -0.43010 -1.02092
```

For the gap between HOMO and LUMO, the calculation gives 0.3707 Eh.

Results of the natural (NBO) charge analysis, in e, for atoms 1 through 4: -0.68, -0.27, -0.04, -0.60

=====

## x
Molecular formula: C3H8OS
Method: DFT, ωB97M-V with the def2-TZVPD basis set

```
13
Properties=species:S:1:pos:R:3
C -1.99489 0.18206 -0.01463
O -0.85191 -0.35790 -0.73805
C -0.06646 -1.13066 0.09013
S 1.68919 -0.86702 -0.22745
C 2.01794 0.90767 -0.11606
H -2.50793 0.83060 -0.77916
H -1.68186 0.74155 0.87965
H -2.63923 -0.60574 0.24874
H -0.26660 -1.15260 1.15332
H 0.12676 -2.26738 -0.29446
H 3.13225 1.12654 -0.28727
H 1.33448 1.43187 -0.80212
H 1.70827 1.16101 0.88736
```

For the gap between HOMO and LUMO, the calculation gives 0.3442 Eh. Its structure (SMILES) is COCSC.

Results of the natural (NBO) charge analysis, in e, for atoms 1 through 4: -0.25, -0.54, -0.21, 0.16

=====

Which structure wins on stability? x wins.